(1)
The following is a quantum chemistry calculation of a molecular structure, C10H24IO3P2Tl at a distorted geometry, from the OMol25 dataset.

Last column: Löwdin charge in e.
Geometry (Å):
C  -0.0004  -0.0307  -6.5413  -0.07
C  0.0047  0.5289  -5.1447  -0.67
H  0.0047  0.7864  -7.2823  0.12
H  -0.9053  -0.6443  -6.6697  0.10
H  0.8960  -0.6563  -6.6713  0.10
O  0.0150  1.6539  -4.7268  0.08
I  -0.0100  -1.1668  -3.6637  0.85
Tl  -0.0018  0.0290  -0.9933  0.51
P  2.4836  -0.0937  0.4825  0.73
C  3.2588  1.1964  1.5387  -0.23
C  3.0217  -1.5836  1.3911  -0.23
H  4.1159  -1.6026  1.4086  0.07
H  4.6478  -0.3453  -0.5947  0.06
H  2.6382  -2.4653  0.8712  0.06
H  3.3021  -0.8526  -1.6616  0.04
H  2.8651  1.1323  2.5539  0.05
H  2.6192  -1.5661  2.4052  0.04
C  3.6432  -0.1058  -0.9318  -0.27
H  4.3411  1.0366  1.5359  0.07
H  3.6329  0.8756  -1.4119  0.06
H  3.0162  2.1719  1.1134  0.06
P  -2.4852  -0.0484  0.4836  0.73
C  -3.2326  1.2579  1.5400  -0.23
C  -3.6489  -0.0416  -0.9276  -0.27
H  -2.6840  -2.4156  0.8758  0.06
H  -4.1431  -1.5245  1.4176  0.07
H  -2.6416  -1.5149  2.4081  0.04
C  -3.0489  -1.5263  1.3960  -0.23
H  -3.3227  -0.7949  -1.6576  0.04
H  -4.6567  -0.2631  -0.5880  0.06
H  -4.3178  1.1200  1.5392  0.07
H  -2.9715  2.2281  1.1136  0.06
H  -3.6226  0.9391  -1.4088  0.06
H  -2.8380  1.1862  2.5541  0.05
C  0.0269  1.3956  1.4876  -0.21
O  0.0258  2.1814  2.3503  0.06
C  -0.0036  -0.0691  4.1180  -0.13
O  -0.0265  -0.3491  2.7551  -0.14
H  0.9056  -0.5245  4.5747  0.13
H  -0.8913  -0.5428  4.5992  0.12
H  -0.0120  1.0087  4.3616  0.09

The calculation puts the HOMO energy (spin up / spin down) at -14.2532 / -15.5898 eV. As for the spin multiplicity: 1. The frontier orbital gap (spin up / spin down) is 6.0 / 6.4 eV. The value obtained for the calculated total energy is -1773.32827 a.u. The value obtained for the LUMO energy (spin up / spin down) is -0.3036 / -0.3387 Eh. As for the total charge: +2. Its relative energy (zero: lowest compared OMol25 entry of this formula, charge and spin) is 0.0 kcal per mole.



(2)
The following is a quantum chemistry calculation of 2 unconnected molecules or ions with the total composition CF2N2 at a distorted geometry, from the OMol25 dataset.

Last column: Löwdin charge in e.
Geometry (Å):
C  -0.5096  0.2216  -0.1426  -0.41
N  -0.4160  -0.8892  0.4082  0.26
N  0.6104  -0.4611  -0.5211  0.23
F  -1.2612  1.2490  -0.2690  0.24
F  1.9063  0.2510  0.6172  -0.32

The calculation puts the HOMO energy (spin up / spin down) at -11.7453 / -11.7380 eV. As for the spin multiplicity: 1. The frontier orbital gap (spin up / spin down) is 10.3 / 10.3 eV. The value obtained for the calculated total energy is -347.14254 a.u. The value obtained for the LUMO energy (spin up / spin down) is -0.0526 / -0.0526 Eh. As for the total charge: 0. Its relative energy (zero: lowest compared OMol25 entry of this formula, charge and spin) is 102.0 kcal per mole.



(3)
The following is a quantum chemistry calculation of a molecular structure, C37H43NO2PTm at a distorted geometry, from the OMol25 dataset.

Last column: Löwdin charge in e.
Geometry (Å):
O  -3.5949  3.4915  -0.9119  -0.13
C  -4.9069  3.8363  -0.3730  -0.16
C  -5.0311  4.7854  -1.5764  -0.10
H  -4.7973  4.2974  0.6338  0.12
H  -5.6294  2.9863  -0.4082  0.11
C  -4.0215  3.8148  -2.2845  -0.52
H  -4.5679  5.7837  -1.3560  0.12
H  -5.9701  4.9212  -2.1320  0.11
C  -2.9818  4.5482  -3.1329  -0.02
H  -1.9954  4.4876  -2.6004  0.09
H  -3.2176  5.6502  -3.1385  0.09
H  -2.8786  4.0759  -4.1326  0.08
C  -4.6281  2.5184  -2.9169  -0.01
H  -5.3491  2.0351  -2.2630  0.07
H  -3.8364  1.7862  -3.1503  0.08
H  -5.2239  2.7085  -3.8328  0.09
Tm  0.0328  0.2305  -0.0131  1.29
C  -1.3886  -1.9035  -0.9119  -0.23
C  -1.6255  -2.0904  0.4885  -0.22
C  -2.6355  -1.2015  0.9143  -0.18
H  -1.1034  -2.7906  1.1470  0.08
C  -3.0206  -0.4160  -0.2106  -0.17
C  -2.2328  -0.8358  -1.3425  -0.22
H  -2.2895  -0.4460  -2.3729  0.09
H  -0.7395  -2.5261  -1.5298  0.08
H  -3.0440  -1.1774  1.9223  0.08
H  -3.8099  0.3363  -0.1812  0.08
C  1.6928  0.1539  -1.6895  -0.23
C  0.4627  0.3579  -2.4069  -0.21
C  -0.0268  1.6476  -2.0791  -0.19
H  0.1050  -0.2921  -3.2016  0.12
C  0.9395  2.2726  -1.2273  -0.20
C  1.9722  1.3434  -0.9362  -0.22
H  2.8152  1.5081  -0.2833  0.10
H  2.3632  -0.6904  -1.7983  0.10
H  -0.8891  2.1699  -2.5079  0.10
H  0.9570  3.3272  -0.9588  0.10
O  -0.4156  4.3932  0.5013  -0.19
C  -0.0831  5.8377  0.6881  -0.17
C  -0.3491  6.2179  2.1503  -0.16
H  -0.6106  6.4623  -0.0293  0.12
H  1.0046  6.0197  0.5938  0.12
C  0.1309  4.8923  2.8180  -0.15
H  -1.4128  6.4125  2.3271  0.11
H  0.2281  7.0990  2.4168  0.11
C  0.0825  3.7959  1.7248  -0.20
H  -0.5162  4.6083  3.6490  0.10
H  1.1246  5.0480  3.2596  0.11
H  -0.6348  2.9703  1.9450  0.12
H  1.0747  3.3825  1.3944  0.12
N  1.1869  -1.2923  0.6523  -0.39
P  1.8533  -2.7078  0.7807  0.78
C  3.5647  -2.6316  0.2416  -0.30
C  4.2854  -1.4479  0.4595  -0.08
C  5.5557  -1.3041  -0.1153  -0.08
C  6.1127  -2.3540  -0.8763  -0.08
C  5.3945  -3.5404  -1.0412  -0.09
C  4.1221  -3.6927  -0.4861  -0.09
C  1.8404  -3.2487  2.5229  -0.28
C  2.4520  -4.4263  2.9945  -0.08
C  2.3096  -4.7756  4.3437  -0.09
C  1.5908  -3.9784  5.2401  -0.08
C  0.9877  -2.8129  4.7589  -0.08
C  1.1207  -2.4401  3.4153  -0.08
C  1.1849  -4.0219  -0.3100  -0.29
C  1.2201  -4.0314  -1.7344  -0.09
C  0.4153  -4.9360  -2.4447  -0.09
C  -0.3941  -5.8536  -1.7765  -0.08
C  -0.3053  -5.9373  -0.3820  -0.07
C  0.4498  -5.0214  0.3510  -0.09
H  3.8221  -0.6376  1.0614  0.11
H  6.1144  -0.3760  0.0418  0.10
H  7.1034  -2.2268  -1.3313  0.10
H  5.8194  -4.3671  -1.6069  0.10
H  3.5747  -4.6308  -0.6350  0.11
H  3.0419  -5.0656  2.3170  0.12
H  2.7617  -5.6967  4.7148  0.10
H  1.4891  -4.2456  6.2997  0.11
H  0.4012  -2.1824  5.4116  0.10
H  0.6667  -1.5213  3.0305  0.08
H  1.8545  -3.3076  -2.2551  0.11
H  0.4345  -4.8702  -3.5375  0.11
H  -1.0977  -6.4473  -2.3605  0.11
H  -0.8768  -6.7150  0.1206  0.10
H  0.4150  -5.0992  1.4502  0.11

The calculation puts the HOMO energy (spin up / spin down) at -6.5996 / -6.6543 eV. As for the spin multiplicity: 3. The frontier orbital gap (spin up / spin down) is 6.9 / 6.9 eV. The value obtained for the calculated total energy is -3067.36995 a.u. The expectation value of S² is 2.00. The value obtained for the LUMO energy (spin up / spin down) is 0.0097 / 0.0102 Eh. As for the total charge: 0. Its relative energy (zero: lowest compared OMol25 entry of this formula, charge and spin) is 40.4 kcal per mole.



Repeat the second record exactly.
The following is a quantum chemistry calculation of 2 unconnected molecules or ions with the total composition CF2N2 at a distorted geometry, from the OMol25 dataset.

Last column: Löwdin charge in e.
Geometry (Å):
C  -0.5096  0.2216  -0.1426  -0.41
N  -0.4160  -0.8892  0.4082  0.26
N  0.6104  -0.4611  -0.5211  0.23
F  -1.2612  1.2490  -0.2690  0.24
F  1.9063  0.2510  0.6172  -0.32

The calculation puts the HOMO energy (spin up / spin down) at -11.7453 / -11.7380 eV. As for the spin multiplicity: 1. The frontier orbital gap (spin up / spin down) is 10.3 / 10.3 eV. The value obtained for the calculated total energy is -347.14254 a.u. The value obtained for the LUMO energy (spin up / spin down) is -0.0526 / -0.0526 Eh. As for the total charge: 0. Its relative energy (zero: lowest compared OMol25 entry of this formula, charge and spin) is 102.0 kcal per mole.



Q: Which value of total charge does entry 2 give?
A: 0